Entry 1:
{
  "formula": "C4H5NO2S",
  "method": "wB97M-V/def2-TZVPD",
  "symbols": ["C", "C", "C", "C", "H", "H", "H", "H", "H", "N", "O", "O", "S"],
  "coordinates": [[-0.2938, -1.2682, -1.0139], [0.8580, -0.5085, -1.6513], [0.2784, 0.0621, -0.4870], [-0.3368, 1.1600, 1.4995], [0.2004, -2.2505, 0.5387], [-1.2050, -0.8310, -1.6297], [1.9870, -0.9395, -1.6418], [0.8273, -0.1365, -2.6824], [-0.9926, 1.4791, 2.2097], [0.3805, 0.1580, 1.7300], [-0.4096, -2.4872, -0.3106], [0.9499, -0.2252, 0.5982], [-0.6774, 1.6625, -0.0806]],
  "forces_ev_per_angstrom": [[-3.4, 2.8, -2.5], [4.6, -2.5, -2.7], [-3.1, 0.4, -0.7], [-0.9, -0.2, -0.2], [-2.0, -1.2, -2.5], [1.1, -2.2, 1.3], [-2.6, 1.1, 0.8], [-0.9, 0.1, 0.5], [-1.1, 1.2, 2.4], [-0.2, 0.3, 2.1], [2.8, 2.8, 2.0], [4.8, -1.5, 1.6], [1.0, -0.9, -2.0]],
  "orbital_gap_ha": 0.3331,
  "e_tot_ev": -20644.084,
  "de_lowest_ev": 6.095,
  "smiles": "O[C@@H]1C[C@]12ON=CS2"
}

=====

Entry 2:
{
  "formula": "C6H14N2",
  "method": "wB97M-V/def2-TZVPD",
  "symbols": ["C", "C", "N", "N", "C", "H", "H", "H", "H", "H", "H", "H", "H", "C", "C", "C", "H", "H", "H", "H", "H", "H"],
  "coordinates": [[-1.5798, 0.1595, -1.2067], [-1.0806, -0.2686, 0.1508], [-1.6856, 0.4355, 1.2364], [-0.2510, -2.4644, -0.6678], [-0.4971, -1.5185, 0.3732], [-1.5498, -0.0306, 2.1249], [-2.6690, 0.6256, 1.0908], [-1.0342, -3.0642, -0.8880], [0.1209, -2.0705, -1.5220], [-0.7056, -1.9887, 1.3311], [-2.4777, -0.3977, -1.4956], [-0.8154, -0.0088, -1.9658], [-1.8267, 1.2204, -1.2018], [1.9359, 2.2167, 0.0651], [1.4996, 0.8284, 0.3608], [2.0413, -0.3010, 0.6619], [0.3112, 0.6546, 0.1968], [1.4423, 2.9175, 0.7402], [1.6576, 2.4975, -0.9528], [3.0146, 2.3233, 0.1747], [3.0719, -0.6128, 0.7231], [1.0771, -1.1534, 0.6708]],
  "forces_ev_per_angstrom": [[0.6, 0.2, 0.1], [-1.2, -2.5, 0.6], [0.4, 0.1, 0.0], [0.8, -0.1, -0.2], [-2.5, 1.2, -0.8], [0.0, 0.0, -0.1], [0.1, 0.0, -0.1], [-0.1, 0.1, 0.1], [0.0, 0.0, 0.2], [0.5, 0.2, 0.1], [0.1, -0.1, 0.1], [-0.1, 0.0, -0.1], [0.0, 0.1, 0.0], [0.4, 0.0, 0.2], [-2.6, 0.7, -0.8], [-1.6, -2.5, -0.2], [2.4, 0.8, 0.4], [0.0, 0.0, 0.0], [0.0, 0.0, 0.0], [0.1, 0.1, 0.0], [0.1, 0.1, 0.3], [2.8, 1.6, 0.3]],
  "orbital_gap_ha": 0.3036,
  "e_tot_ev": -9425.848,
  "de_lowest_ev": 3.637,
  "smiles": "C/C(N)=C\\N.C=CC"
}

=====

Entry 3:
{
  "formula": "H80O40",
  "method": "wB97M-V/def2-TZVPD",
  "symbols": ["H", "H", "O", "H", "H", "O", "H", "H", "O", "H", "H", "O", "H", "H", "O", "H", "O", "H", "O", "H", "H", "O", "H", "H", "O", "H", "H", "O", "H", "H", "O", "H", "O", "H", "H", "O", "H", "H", "O", "H", "H", "O", "H", "H", "O", "H", "H", "O", "H", "H", "O", "H", "O", "H", "H", "O", "H", "O", "H", "H", "O", "H", "H", "O", "H", "H", "O", "H", "H", "O", "H", "H", "O", "H", "H", "O", "H", "H", "O", "H", "H", "O", "H", "H", "O", "H", "H", "O", "H", "O", "H", "H", "O", "H", "H", "H", "H", "H", "H", "O", "H", "H", "O", "H", "H", "O", "H", "H", "O", "H", "H", "O", "H", "H", "O", "H", "H", "O", "H", "H"],
  "coordinates": [[-4.1257, -1.0133, 1.3733], [-4.4766, -1.4855, -0.0822], [-3.7610, -1.3822, 0.5735], [2.6449, -4.7447, 3.3730], [3.4831, -3.8740, 2.3573], [2.8687, -3.8208, 3.1065], [0.0443, 1.4358, -1.2971], [1.0048, 2.5853, -1.3049], [0.6720, 1.8871, -1.8911], [-1.8154, -2.5620, 1.4598], [-1.4355, -2.7540, 0.0373], [-1.1782, -2.2106, 0.8077], [-5.2945, 2.3092, 1.9515], [-5.2432, 3.6075, 2.5712], [-4.6298, 2.8609, 2.3940], [0.8478, -3.1951, 4.4948], [0.2785, -2.8355, 3.7808], [1.6618, 4.4515, 0.0936], [1.8009, 3.5118, -0.0453], [4.1552, 1.0735, 0.2356], [3.2363, 2.2415, 0.1926], [3.2375, 1.2896, 0.3520], [-0.6414, 1.3687, 4.5931], [-2.0442, 1.5827, 4.1584], [-1.3460, 2.0485, 4.6616], [6.1850, 0.3051, 0.8979], [6.5763, 1.9354, 0.9340], [6.0758, 1.2004, 0.5953], [-1.0801, -4.0240, 3.4939], [-2.5392, -4.3922, 4.2461], [-2.0000, -4.4049, 3.4624], [-2.3879, 4.9776, -1.1429], [-3.1872, 5.3184, -0.7068], [2.2256, 0.0273, -3.4361], [2.1334, 0.2907, -1.9929], [2.6382, -0.2542, -2.6225], [1.8775, 0.2992, 1.3638], [0.6548, -0.1909, 1.6094], [1.4735, -0.0646, 2.1725], [-0.7191, 1.6041, 1.7639], [-1.4114, 0.8867, 0.7586], [-0.8514, 0.6635, 1.6006], [0.2577, -5.9454, 1.6926], [1.4131, -5.2447, 1.2233], [0.8813, -5.2552, 2.0333], [-5.5623, -2.2451, 2.9831], [-5.1374, -3.7911, 2.5841], [-5.5193, -2.9546, 2.3534], [-1.3964, -1.8550, -3.0305], [-0.6286, -2.2151, -1.9669], [-1.6094, -2.1055, -2.1090], [-2.6993, 2.6769, -3.7742], [-3.0895, 3.5553, -3.9495], [2.1684, -0.0464, -5.3723], [1.9246, -1.5097, -5.3452], [2.6475, -0.8661, -5.1905], [-5.8014, 2.6683, -2.5108], [-5.2916, 1.8538, -2.3130], [4.7829, 5.0812, 1.0176], [4.5690, 3.6106, 0.3536], [4.8072, 4.5220, 0.2364], [2.0204, 5.2149, -3.1367], [0.7113, 5.1354, -2.3455], [1.0799, 5.0645, -3.2297], [4.1548, 3.5312, -1.4451], [3.0170, 2.6693, -1.9126], [3.6983, 3.2598, -2.2449], [-1.9682, -0.6175, 5.9292], [-1.0058, 0.5297, 6.0969], [-1.2903, -0.2715, 6.5388], [-1.3724, 0.6282, -2.3782], [-1.7270, -0.5158, -1.4907], [-1.9302, 0.4557, -1.6050], [-1.4705, 2.7961, -1.2574], [-1.3879, 3.8281, -2.5273], [-1.1911, 3.6904, -1.5909], [0.9724, -5.5560, -2.2992], [0.2501, -6.4695, -1.3002], [0.9803, -5.8343, -1.3801], [2.1314, -3.6455, -3.9981], [3.2386, -3.3357, -2.6844], [2.8647, -3.8632, -3.4360], [-4.4883, 0.5136, 4.4423], [-3.6145, -0.7005, 4.9213], [-4.5167, -0.3815, 4.7731], [1.7327, -2.4840, -2.5353], [1.3223, -2.2721, -1.1708], [0.9418, -2.6240, -1.9924], [0.2377, 2.8364, -4.1347], [-0.1955, 2.1651, -4.6832], [5.0537, -1.9225, 2.5616], [4.1725, -1.0662, 1.6080], [4.6347, -1.9103, 1.6903], [-2.2910, 3.9298, -4.3484], [0.7353, -2.8308, 2.9340], [-4.3910, 2.1638, -2.2068], [1.2937, 3.0849, 0.6726], [-4.0519, 4.8852, -0.9639], [-0.0041, 1.4278, -4.0945], [4.3567, -2.6643, -1.7726], [3.9992, -3.2682, -1.0762], [4.4348, -1.7772, -1.4361], [-1.4689, -0.3810, 3.7570], [-1.7218, -0.6587, 2.8478], [-0.6042, -0.7851, 3.6153], [-1.6401, -4.9645, -1.3063], [-2.4121, -4.8107, -0.7096], [-1.5684, -4.0384, -1.5852], [5.0698, -0.0978, -2.1666], [5.0679, 0.8389, -2.3214], [4.7062, -0.7763, -2.7159], [0.2966, 3.2371, 2.5290], [-0.2126, 3.7444, 3.1692], [0.5218, 2.4328, 3.0156], [-3.6370, -1.1497, -4.0569], [-4.1817, -1.9051, -4.3467], [-4.2699, -0.5338, -3.6704], [-2.3682, 2.9045, 0.6615], [-2.4805, 2.8768, 1.6118], [-2.5593, 3.7799, 0.3211]],
  "forces_ev_per_angstrom": [[-0.6, 0.0, 0.2], [0.3, 0.2, 0.8], [0.1, 0.0, -1.1], [0.2, 1.0, -0.7], [-0.2, 0.0, 0.4], [0.3, -0.8, 0.4], [0.2, -0.1, -0.3], [0.1, 0.5, -0.2], [0.1, -1.1, 0.4], [0.4, 0.3, -0.1], [0.3, 0.6, 0.4], [-0.2, -1.0, 0.0], [0.7, -0.5, -0.2], [1.0, -0.1, 0.3], [-1.7, 0.5, 0.1], [-0.2, 0.5, -1.2], [-0.5, 0.0, 0.9], [0.0, 0.2, 0.0], [-0.3, -0.2, 0.5], [1.1, -0.5, -0.1], [-0.7, -0.1, 0.1], [-0.6, 0.3, -0.1], [-0.6, 0.6, -0.2], [0.5, 0.3, 0.4], [0.3, -0.3, -0.3], [0.9, 0.0, 0.7], [0.7, -0.6, 0.7], [-1.5, 0.6, -1.4], [-1.2, 0.0, 0.9], [0.6, 0.4, 0.6], [0.4, -0.3, -1.6], [-0.7, -0.6, -0.4], [-1.6, 0.1, 0.6], [0.2, -0.3, -0.6], [0.4, -0.1, 0.2], [-1.4, 0.4, 0.8], [1.5, 0.4, 0.7], [-0.1, -0.3, 1.8], [-0.6, -0.2, -2.1], [0.6, 0.3, 0.9], [0.9, -1.5, 1.6], [-2.3, 1.7, -3.9], [0.1, 0.8, 1.0], [0.4, 0.6, 0.1], [-0.8, -1.6, -1.3], [0.5, -0.4, 1.1], [0.4, 0.1, 1.0], [-1.0, 0.4, -1.9], [-1.6, -0.1, -0.1], [-0.2, -0.4, 0.9], [1.8, 0.1, -1.0], [-0.7, 0.0, -0.1], [1.1, -0.7, 0.3], [0.4, 0.3, -0.3], [0.8, 0.2, 0.1], [-1.3, -0.3, -0.5], [0.5, -0.8, 0.1], [-0.7, 0.6, -0.1], [-0.2, -0.7, 0.2], [-0.1, -0.2, 1.3], [0.5, 0.9, -1.1], [0.4, -0.1, 0.1], [0.0, -0.1, 0.1], [-0.5, -0.1, -0.2], [0.2, 0.5, -0.2], [-0.2, -0.2, -0.2], [0.1, -0.2, -0.1], [0.8, 0.2, 0.4], [-0.2, 0.2, 0.2], [-0.5, -0.5, 0.0], [-0.4, 0.2, 0.0], [-0.9, 0.5, 0.1], [1.0, -0.1, -0.1], [0.0, 1.2, -0.8], [-0.1, -0.7, 0.3], [-0.1, 0.1, 0.5], [0.1, 0.1, 0.0], [0.2, 0.5, -0.1], [0.1, -0.7, 0.3], [-0.2, 0.7, 0.3], [-0.5, 0.5, -1.5], [0.9, -1.6, -0.1], [0.4, 0.3, 0.0], [-0.3, 0.4, -0.4], [-0.2, -0.8, 0.1], [-0.4, 0.0, -0.5], [-0.6, -0.2, 0.3], [0.8, 0.5, 0.8], [0.1, 0.6, -0.3], [0.1, 0.0, 0.6], [-0.3, 0.1, -0.1], [-0.2, -0.2, 0.4], [0.4, 0.1, -0.2], [-0.4, 0.5, -0.5], [0.7, -0.4, 0.2], [0.3, 0.0, 0.1], [0.1, 0.4, 0.1], [2.1, 0.5, -0.1], [-0.2, -0.4, -0.1], [-0.5, -1.9, 0.7], [0.8, 1.0, -0.3], [0.0, 0.7, 0.9], [-0.5, -1.6, -1.1], [-0.8, 0.9, 0.5], [0.9, -0.2, 1.2], [-1.6, 0.9, 1.0], [0.6, -0.9, -0.4], [0.5, -0.1, -0.7], [2.3, -0.8, 2.6], [-0.8, 0.0, -1.1], [-0.6, 1.1, -1.6], [0.3, -0.2, -0.1], [-0.2, 0.0, 0.0], [0.2, 0.0, 0.0], [-0.4, -0.5, -0.3], [0.4, 0.5, 0.2], [0.1, 0.1, 0.1], [0.7, -1.1, -0.3], [-0.5, 0.4, 0.1], [-0.3, 0.6, 0.3]],
  "orbital_gap_ha": 0.3755,
  "e_tot_ev": -83197.380,
  "de_lowest_ev": 8.435
}